[1]
{"formula": "C6H14NO", "method": "ωB97M-V with the def2-TZVPD basis set", "de_lowest_ev": 0.930, "total_charge": 1, "gap_ev": 9.0, "species": ["C", "C", "C", "C", "C", "C", "N", "H", "H", "H", "H", "H", "H", "H", "H", "H", "H", "H", "H", "H", "H", "O"], "xyz": [[-0.52821, -0.40408, -1.91132], [-0.52989, -1.62705, -1.03817], [-0.14632, -1.44264, 0.40412], [0.62215, -0.46425, 0.85735], [1.06965, -0.39043, 2.25801], [2.34059, -0.21173, 2.58435], [-1.55261, 0.59272, -1.41439], [-0.75139, -0.68042, -2.94824], [0.41446, 0.11657, -2.01231], [-1.53005, -2.05210, -1.13485], [0.10250, -2.38799, -1.51058], [-0.50822, -2.20151, 1.09555], [0.89830, 0.30588, 0.14409], [0.33816, -0.64119, 3.02470], [3.13726, -0.01348, 1.86961], [2.66891, -0.21611, 3.61599], [-1.93434, 0.25599, -0.53257], [-2.28338, 0.71716, -2.11039], [-1.15571, 1.53365, -1.24471], [0.32332, 3.35253, -0.51320], [-0.74938, 3.16191, 0.59941], [-0.24581, 2.69656, -0.08249]]}

[2]
{"formula": "C3H4Cl4Si", "method": "ωB97M-V with the def2-TZVPD basis set", "de_lowest_ev": 3.224, "gap_ev": [7.4, 7.2], "species": ["C", "C", "C", "Si", "Cl", "Cl", "Cl", "Cl", "H", "H", "H", "H"], "xyz": [[-0.78699, 0.46312, -1.05050], [0.22689, 1.05557, -0.14080], [1.53469, 0.85088, -0.38427], [-3.70783, -0.08262, -0.20734], [2.88668, 1.54193, 0.55821], [-4.70209, -1.60273, 0.68326], [-4.76712, 0.70486, -1.71546], [-3.24462, 1.37781, 1.11129], [-0.57236, -0.29158, -1.77937], [-1.39633, 1.27774, -1.34998], [-0.00629, 1.77361, 0.55739], [1.69613, -0.00269, -1.10321]]}

[3]
{"formula": "C2H8NO", "method": "ωB97M-V with the def2-TZVPD basis set", "de_lowest_ev": 2.429, "total_charge": 1, "gap_ev": 10.6, "species": ["N", "H", "H", "H", "H", "C", "C", "O", "H", "H", "H", "H"], "xyz": [[-1.57011, -0.64394, 0.58418], [-2.29404, -0.05564, 0.91913], [-1.07769, -0.66481, -0.38892], [-1.67885, -1.65397, 0.73737], [-0.83430, 0.10838, 1.10726], [0.85645, 0.02012, -1.37021], [1.35537, 0.35337, -0.15155], [0.44878, 0.95788, 0.81648], [1.40401, -0.68947, -2.11255], [-0.04692, 0.51152, -1.80505], [2.37281, 0.24084, 0.28531], [1.06449, 1.51572, 1.37855]]}